# C4H9N2O

A gas-phase ion, C4H9N2O (charge +1) (ωB97M-V/def2-TZVPD, OMol25).

Values from the calculation:
Maximum force, eV/A: 3.7
LUMO energy, Ha: -0.194
Energy, Eh: -342.088063
Charge: +1

Each line ends with the natural charge from an NBO analysis.
CARTESIAN COORDINATES (ANGSTROEM)
H -0.658 0.958 1.829  0.25
C -2.057 -1.226 -1.646  -0.46
C -0.460 0.505 0.822  -0.43
H 1.538 0.698 1.473  0.37
H 2.596 0.090 -0.382  0.24
H -0.978 1.012 0.034  0.18
H 1.645 1.177 -1.999  0.42
C -0.999 -0.514 -1.774  0.65
C 1.545 -0.082 -0.336  -0.10
N 0.979 0.865 0.592  -0.61
H 1.363 -1.070 -0.087  0.19
H -1.984 -2.226 -1.906  0.30
N 1.168 0.341 -1.677  -0.29
H -0.518 -0.607 0.703  0.17
H -3.013 -0.890 -1.328  0.31
O -0.090 0.165 -2.265  -0.19